C43H40CrGeN8O2P | the ωB97M-V functional and the def2-TZVPD basis

## Properties
E_HOMO (alpha / beta) (eV): -9.793 / -9.800
Expectation value of S²: 2.38
Spin multiplicity: 3
Orbital gap (alpha / beta) (eV): 6.24 / 7.03
E (eV): -155477.5948
Charge: +1

Each line ends with the natural charge from an NBO analysis.
CARTESIAN COORDINATES (ANGSTROEM)
1 Cr 0.776 -0.190 0.050  1.36
2 O 1.286 -1.591 0.952  -0.71
3 C 2.306 -2.186 1.484  0.43
4 C 2.418 -3.588 1.481  -0.28
5 C 3.514 -4.204 2.039  -0.16
6 C 4.530 -3.446 2.625  -0.24
7 C 4.440 -2.073 2.648  -0.14
8 C 3.348 -1.409 2.070  -0.22
9 C 3.288 0.011 1.997  0.15
10 N 2.408 0.654 1.282  -0.31
11 N 2.509 1.979 1.179  -0.37
12 C 1.539 2.453 0.437  0.55
13 O 0.664 1.624 -0.013  -0.72
14 C 1.432 3.862 0.041  -0.06
15 C 0.161 4.420 -0.085  -0.20
16 C 0.015 5.690 -0.609  -0.20
17 C 1.127 6.400 -1.033  -0.19
18 C 2.393 5.854 -0.892  -0.21
19 C 2.552 4.593 -0.347  -0.17
20 H 1.621 -4.158 1.020  0.22
21 H 3.575 -5.282 2.040  0.22
22 H 5.386 -3.937 3.063  0.23
23 H 5.219 -1.480 3.108  0.22
24 H 4.058 0.586 2.506  0.22
25 H -0.699 3.858 0.257  0.23
26 H -0.971 6.120 -0.701  0.22
27 H 1.005 7.379 -1.471  0.22
28 H 3.256 6.410 -1.227  0.22
29 H 3.534 4.161 -0.241  0.23
30 C 0.858 0.256 -5.739  -0.41
31 N 0.534 0.634 -4.390  -0.32
32 C 0.149 1.855 -3.945  -0.07
33 C -0.033 1.739 -2.596  -0.06
34 N 0.235 0.467 -2.204  -0.49
35 C 0.575 -0.181 -3.309  0.08
36 P 1.008 -1.932 -3.478  0.76
37 C -0.160 -2.511 -2.211  0.08
38 N -0.162 -2.123 -0.947  -0.48
39 C -0.934 -3.010 -0.278  -0.05
40 C -1.447 -3.922 -1.158  -0.07
41 N -0.952 -3.598 -2.381  -0.32
42 C -1.273 -4.217 -3.639  -0.41
43 C 2.486 -1.842 -2.411  0.07
44 N 2.728 -0.953 -1.461  -0.52
45 C 4.012 -1.153 -1.083  -0.07
46 C 4.556 -2.175 -1.814  -0.06
47 N 3.582 -2.606 -2.652  -0.32
48 C 3.691 -3.639 -3.645  -0.41
49 H 0.853 1.140 -6.372  0.23
50 H 0.129 -0.460 -6.125  0.22
51 H 1.849 -0.202 -5.778  0.22
52 H 0.028 2.694 -4.598  0.23
53 H -0.315 2.499 -1.897  0.24
54 H -1.057 -2.963 0.783  0.25
55 H -2.121 -4.739 -1.008  0.23
56 H -2.203 -4.775 -3.535  0.23
57 H -0.480 -4.897 -3.958  0.22
58 H -1.406 -3.447 -4.402  0.22
59 H 4.486 -0.560 -0.328  0.22
60 H 5.534 -2.608 -1.804  0.23
61 H 4.585 -4.234 -3.470  0.23
62 H 3.761 -3.192 -4.638  0.22
63 H 2.821 -4.294 -3.607  0.22
64 C -2.650 0.626 -0.717  -1.05
65 Ge -1.550 0.263 0.933  1.25
66 C -2.412 -1.303 1.816  -0.47
67 C -3.504 -1.968 1.270  -0.23
68 C -4.080 -3.037 1.930  -0.20
69 C -3.565 -3.465 3.142  -0.21
70 C -2.474 -2.816 3.694  -0.22
71 C -1.906 -1.742 3.034  -0.16
72 C -1.849 1.801 2.197  -0.41
73 C -0.753 2.411 2.756  -0.22
74 C -0.863 3.565 3.547  -0.21
75 C -2.088 4.128 3.765  -0.17
76 C -3.252 3.520 3.254  -0.07
77 C -4.527 4.074 3.502  -0.17
78 C -5.659 3.463 3.044  -0.21
79 C -5.560 2.247 2.352  -0.20
80 C -4.338 1.690 2.094  -0.21
81 C -3.142 2.321 2.494  0.01
82 H -3.712 0.629 -0.490  0.24
83 H -2.457 -0.131 -1.474  0.22
84 H -2.400 1.597 -1.135  0.23
85 H -3.902 -1.645 0.318  0.21
86 H -4.929 -3.543 1.494  0.22
87 H -4.030 -4.283 3.668  0.22
88 H -2.065 -3.150 4.637  0.22
89 H -1.052 -1.229 3.460  0.20
90 H 0.235 2.001 2.580  0.20
91 H 0.026 4.018 3.963  0.22
92 H -2.192 5.032 4.347  0.22
93 H -4.588 4.991 4.073  0.21
94 H -6.630 3.896 3.233  0.22
95 H -6.462 1.750 2.028  0.22
96 H -4.273 0.728 1.608  0.21

=====

CH3IO2S | the ωB97M-V functional and the def2-TZVPD basis

## Properties
E_HOMO (alpha / beta) (eV): -6.366 / -9.476
Expectation value of S²: 2.01
Spin multiplicity: 3
Orbital gap (alpha / beta) (eV): 6.77 / 6.21
Energy above the lowest of the compared OMol25 structures with the same formula, charge and spin (kcal/mol): 0.0
E (eV): -24111.0537

Each line ends with the natural charge from an NBO analysis.
CARTESIAN COORDINATES (ANGSTROEM)
1 C 0.463 0.464 -0.139  0.26
2 O 0.051 -0.506 -0.695  -0.52
3 O -1.864 0.007 0.950  -0.89
4 S -1.886 -1.278 0.246  0.84
5 I -4.052 -2.420 0.963  -0.07
6 H -1.234 -2.243 1.139  0.06
7 H 1.204 1.059 -0.640  0.14
8 H -0.059 0.574 0.809  0.18

=====

C18H29N3O3 | the ωB97M-V functional and the def2-TZVPD basis

## Properties
E_HOMO (eV): -8.170
Spin multiplicity: 1
Orbital gap (eV): 8.72
Energy above the lowest of the compared OMol25 structures with the same formula, charge and spin (kcal/mol): 477.4
E (eV): -29731.4768
SMILES: CCC(=O)N1CCN(CC/N=C/C2=C(O)CC(C)(C)CC2=O)CC1

Each line ends with the natural charge from an NBO analysis.
CARTESIAN COORDINATES (ANGSTROEM)
1 C -1.155 7.002 3.810  -0.63
2 C 0.026 6.274 3.324  -0.49
3 C -0.015 6.036 1.642  0.71
4 O 0.777 6.619 1.019  -0.60
5 N -0.518 4.883 1.328  -0.47
6 C -1.546 3.905 2.105  -0.16
7 C -0.772 2.611 1.893  -0.23
8 N -0.884 2.102 0.660  -0.42
9 C -0.471 0.758 0.244  -0.20
10 C -0.891 0.387 -1.212  -0.21
11 N -0.539 -1.105 -1.165  -0.53
12 C 0.255 -1.529 -2.062  0.23
13 C 0.387 -3.073 -2.013  -0.46
14 C -0.551 -3.781 -1.037  0.59
15 O -1.203 -3.391 -0.189  -0.60
16 C -0.191 -5.484 -1.005  -0.43
17 C 1.203 -5.888 -1.532  0.00
18 C 0.760 -7.372 -1.762  -0.48
19 C 2.291 -5.475 -0.652  -0.64
20 C 1.303 -5.124 -2.934  -0.48
21 C 1.280 -3.597 -3.067  0.57
22 O 1.960 -2.945 -3.743  -0.57
23 C 0.105 3.068 -0.128  -0.30
24 C -0.668 4.532 -0.079  -0.24
25 H -2.134 6.520 3.593  0.19
26 H -1.377 8.009 3.317  0.21
27 H -1.334 7.350 4.887  0.22
28 H 0.085 5.297 3.943  0.19
29 H 0.842 6.849 3.567  0.22
30 H -1.524 4.106 3.171  0.21
31 H -2.436 3.733 1.826  0.19
32 H -1.252 1.971 2.416  0.19
33 H 0.121 2.581 2.344  0.17
34 H 0.724 0.893 0.144  0.16
35 H -0.808 0.206 1.087  0.20
36 H -1.798 0.484 -1.166  0.18
37 H -0.024 0.948 -1.895  0.20
38 H 0.767 -1.098 -2.631  0.14
39 H -1.360 -2.368 -0.460  0.52
40 H -0.483 -5.732 0.023  0.20
41 H -0.865 -5.770 -1.607  0.19
42 H 1.983 -7.602 -2.116  0.15
43 H 0.932 -7.728 -0.986  0.18
44 H 0.178 -7.654 -2.366  0.18
45 H 3.213 -5.687 -1.007  0.22
46 H 2.102 -4.357 -0.433  0.23
47 H 1.902 -5.890 0.233  0.22
48 H 2.215 -5.462 -3.199  0.21
49 H 0.381 -5.432 -3.760  0.21
50 H -0.144 3.162 -1.312  0.21
51 H 1.047 3.388 0.012  0.21
52 H -0.065 5.386 -0.663  0.25
53 H -1.835 4.482 -0.408  0.20

=====

C8H21NO2P | the ωB97M-V functional and the def2-TZVPD basis

## Properties
E_HOMO (eV): -12.544
Spin multiplicity: 1
Orbital gap (eV): 9.36
E (eV): -23503.1578
Charge: +1

Each line ends with the natural charge from an NBO analysis.
CARTESIAN COORDINATES (ANGSTROEM)
1 C 3.441 -1.873 -1.547  -0.72
2 C 2.832 -0.489 -1.613  0.69
3 O 3.168 0.335 -2.437  -0.57
4 N 1.821 -0.246 -0.662  -0.68
5 C 1.253 1.111 -0.689  -0.24
6 C 0.433 1.383 -1.942  -0.42
7 C -0.994 0.785 -1.964  -0.40
8 C -1.211 -0.360 -0.956  -0.71
9 P -2.607 -1.382 -1.527  0.81
10 H 4.175 -1.903 -0.744  0.24
11 H 2.675 -2.619 -1.352  0.22
12 H 3.941 -2.061 -2.491  0.25
13 H 2.155 -0.504 0.257  0.39
14 H 2.060 1.847 -0.654  0.22
15 H 0.659 1.268 0.211  0.21
16 H 0.331 2.466 -2.016  0.23
17 H 0.972 1.073 -2.830  0.25
18 H -1.177 0.402 -2.971  0.20
19 H -1.753 1.548 -1.796  0.22
20 H -1.497 -0.017 0.037  0.30
21 H -0.361 -1.033 -0.876  0.29
22 H -3.547 -1.654 -0.533  0.07
23 H -3.291 -0.710 -2.540  0.06
24 H -2.183 -2.585 -2.090  0.07
25 C -1.365 1.071 4.511  -0.64
26 C -1.546 0.098 3.365  -0.06
27 O -0.740 0.454 2.230  -0.75
28 H -1.617 2.084 4.196  0.22
29 H -1.998 0.800 5.355  0.23
30 H -0.328 1.078 4.852  0.21
31 H -2.578 0.105 3.017  0.17
32 H -1.300 -0.919 3.681  0.16
33 H 0.177 0.449 2.518  0.47

=====

> What is the E in the fourth record?

-23503.1578 eV

=====

What did the second record say?
CH3IO2S | the ωB97M-V functional and the def2-TZVPD basis

## Properties
E_HOMO (alpha / beta) (eV): -6.366 / -9.476
Expectation value of S²: 2.01
Spin multiplicity: 3
Orbital gap (alpha / beta) (eV): 6.77 / 6.21
Energy above the lowest of the compared OMol25 structures with the same formula, charge and spin (kcal/mol): 0.0
E (eV): -24111.0537

Each line ends with the natural charge from an NBO analysis.
CARTESIAN COORDINATES (ANGSTROEM)
1 C 0.463 0.464 -0.139  0.26
2 O 0.051 -0.506 -0.695  -0.52
3 O -1.864 0.007 0.950  -0.89
4 S -1.886 -1.278 0.246  0.84
5 I -4.052 -2.420 0.963  -0.07
6 H -1.234 -2.243 1.139  0.06
7 H 1.204 1.059 -0.640  0.14
8 H -0.059 0.574 0.809  0.18

=====

> Look up the E of the third one.

-29731.4768 eV